[1]
This record from the Open Molecules 2025 dataset describes a cluster of 2 separate species, C3H3O3 in total at a distorted geometry. The level of theory is ωB97M-V with the def2-TZVPD basis set.

LUMO energy (spin up / spin down) ... -7.44 / -7.47 eV
Net charge ... +1
HOMO level (spin up / spin down) ... -14.834 / -14.791 eV
Energy relative to the best compared isomer or geometry (same formula, charge and spin) ... 5.8622 eV

CARTESIAN COORDINATES (ANGSTROEM)
C  2.28396  -0.20890  0.07868
C  0.99642  0.02704  0.10493
C  -1.24216  0.89404  0.10388
O  3.35709  -0.52444  0.11163
O  -1.98592  -0.16105  -0.04138
O  0.04124  0.94936  0.13550
H  -0.02553  -1.60472  -0.38692
H  -1.93043  1.72367  0.22733
H  -1.49467  -1.09500  -0.33365


[2]
This record from the Open Molecules 2025 dataset describes a structure of composition C3HMgO2 at a distorted geometry. The level of theory is ωB97M-V with the def2-TZVPD basis set.

LUMO energy (spin up / spin down) ... -13.63 / -13.63 eV
⟨S²⟩ ... 0.77
Net charge ... +2
Spin multiplicity ... 2
HOMO level (spin up / spin down) ... -17.154 / -16.640 eV
Energy relative to the best compared isomer or geometry (same formula, charge and spin) ... 0.4316 eV

CARTESIAN COORDINATES (ANGSTROEM)
C  -2.51821  -0.48347  -0.09303
H  -3.42612  -1.06202  -0.12777
C  -1.54854  0.23566  -0.04754
O  0.25732  1.37329  0.07890
C  1.36027  0.94350  0.08334
Mg  3.77560  -1.03242  0.05050
O  2.09969  0.02546  0.05560


[3]
This record from the Open Molecules 2025 dataset describes a structure of composition C20H35AlNS2SbSi3 at a distorted geometry. The level of theory is ωB97M-V with the def2-TZVPD basis set.

LUMO energy (spin up / spin down) ... -3.41 / -3.46 eV
⟨S²⟩ ... 0.75
Net charge ... +1
Spin multiplicity ... 2
HOMO level (spin up / spin down) ... -8.870 / -10.655 eV

CARTESIAN COORDINATES (ANGSTROEM)
Al  2.20901  -0.78794  -0.01423
C  2.67411  0.98236  -2.46823
C  2.67321  1.80216  -1.23013
C  2.85981  3.17926  -1.19973
C  2.84821  3.84866  0.00427
C  2.71701  3.12496  1.20967
C  2.70781  3.72536  2.48017
C  2.66061  2.94516  3.60697
C  2.62541  1.55456  3.51097
C  2.59661  0.93106  2.27897
S  2.59411  -0.83094  2.18797
C  2.61531  1.71556  1.11187
N  2.53091  1.09506  -0.10093
H  2.54751  1.57866  -3.36633
H  1.89191  0.21556  -2.41023
H  3.62901  0.45116  -2.52193
H  3.00981  3.71616  -2.12243
H  2.95591  4.92156  0.05117
H  2.74141  4.80176  2.54257
H  2.67441  3.40966  4.57997
H  2.62921  0.96006  4.40867
S  5.34561  -1.95714  -0.96533
C  3.90131  -1.39614  -0.80223
C  -0.83899  -0.50294  3.34647
Si  -1.42799  -1.75474  2.04107
C  -0.74779  -3.50774  2.34447
C  -3.33199  -1.75084  1.93357
Sb  -0.46679  -0.98394  -0.32493
Si  -1.54959  1.41126  -0.74213
C  -0.84539  2.63756  0.53047
C  -1.19199  1.98446  -2.52653
C  -3.42879  1.28306  -0.45083
Si  -1.30809  -2.68604  -2.13593
C  -0.37179  -4.32154  -1.87763
C  -3.17709  -2.89274  -1.86853
C  -0.95409  -1.94264  -3.85273
H  -1.23089  -0.75434  4.32767
H  -1.16429  0.50646  3.11087
H  0.24371  -0.50014  3.41977
H  -1.07659  -3.88614  3.30867
H  0.33951  -3.51184  2.34637
H  -1.09049  -4.20774  1.58667
H  -3.75609  -2.08064  2.87737
H  -3.69859  -2.41534  1.15827
H  -3.71679  -0.75624  1.73387
H  0.18131  2.90856  0.31237
H  -0.87639  2.23026  1.53397
H  -1.42899  3.55076  0.52757
H  -0.12879  2.07406  -2.72823
H  -1.63669  2.96106  -2.69873
H  -1.61879  1.30356  -3.25683
H  -3.64339  1.20316  0.61067
H  -3.88129  0.43636  -0.95713
H  -3.91739  2.18306  -0.81323
H  -0.54869  -4.72934  -0.88673
H  0.70031  -4.19384  -2.00113
H  -0.69479  -5.06974  -2.59593
H  -3.39009  -3.46334  -0.97063
H  -3.62199  -3.42524  -2.70303
H  -3.67979  -1.93404  -1.78993
H  0.10181  -1.73074  -3.99753
H  -1.50979  -1.02304  -4.00923
H  -1.25409  -2.63554  -4.63393


[4]
This record from the Open Molecules 2025 dataset describes a structure of composition C4H7N2 at a distorted geometry. The level of theory is ωB97M-V with the def2-TZVPD basis set.

LUMO energy ... -5.12 eV
Net charge ... +1
HOMO level ... -14.960 eV
Energy relative to the best compared isomer or geometry (same formula, charge and spin) ... 7.2391 eV

CARTESIAN COORDINATES (ANGSTROEM)
C  0.96839  0.08976  0.98091
C  -0.11005  1.51010  -0.26035
C  -0.82947  -0.86239  -0.39510
C  0.93216  0.51876  -0.40109
N  0.16372  -0.81066  -1.49285
N  -0.34853  0.24323  0.43194
H  1.20494  -0.93622  1.39363
H  1.43636  0.85557  1.68549
H  0.18390  2.50776  0.24920
H  -0.58266  1.66746  -1.19100
H  -1.82267  -0.45325  -0.67216
H  -0.65830  -1.82540  0.10323
H  0.62208  -1.68210  -1.64669


[5]
This record from the Open Molecules 2025 dataset describes a structure of composition C4H6N2OS at a distorted geometry. The level of theory is ωB97M-V with the def2-TZVPD basis set.

LUMO energy (spin up / spin down) ... 0.91 / -2.61 eV
⟨S²⟩ ... 2.01
Net charge ... 0
Spin multiplicity ... 3
HOMO level (spin up / spin down) ... -6.161 / -9.377 eV
Energy relative to the best compared isomer or geometry (same formula, charge and spin) ... 2.3795 eV

CARTESIAN COORDINATES (ANGSTROEM)
C  -1.17820  1.39171  1.07275
C  -1.50027  0.02688  1.17209
C  -0.05912  1.43065  0.28345
C  1.21039  -0.29362  -0.93244
N  -0.66006  -0.70423  0.48082
N  0.22759  0.14436  -0.04850
O  1.78377  -1.94169  -0.17992
S  0.66945  -0.79970  -2.52945
H  -1.70221  2.21622  1.50803
H  -2.29228  -0.44068  1.72149
H  0.53054  2.24615  -0.07702
H  2.11582  0.29643  -0.96718
H  1.18045  -2.01753  0.56058
H  -0.32585  -1.55495  -2.06468


[6]
This record from the Open Molecules 2025 dataset describes an isolated molecule of C6H9IO at a distorted geometry. The level of theory is ωB97M-V with the def2-TZVPD basis set.

LUMO energy ... 0.29 eV
Net charge ... 0
HOMO level ... -7.131 eV
Energy relative to the best compared isomer or geometry (same formula, charge and spin) ... 5.7140 eV

CARTESIAN COORDINATES (ANGSTROEM)
C  -1.59521  -0.89326  -0.68845
C  0.48050  0.15259  -0.00639
C  -1.18156  -2.05682  0.09647
C  0.39670  -2.12784  0.02330
C  0.33295  2.72615  -0.11700
C  1.21037  1.40565  0.11718
O  1.03573  -0.87346  0.44788
I  -3.13117  0.30800  -0.02426
H  -1.49544  -2.18135  1.08951
H  -1.54784  -2.99361  -0.49008
H  0.95318  -2.75282  0.73378
H  0.45803  -2.36743  -1.07635
H  -0.23126  2.51703  -1.09964
H  1.04420  3.62972  0.01737
H  -0.48611  2.69904  0.72058
H  1.86550  1.60981  1.02415
H  1.89142  1.19859  -0.76805


[7]
This record from the Open Molecules 2025 dataset describes a structure of composition CH2ClNO2 at a distorted geometry. The level of theory is ωB97M-V with the def2-TZVPD basis set.

LUMO energy (spin up / spin down) ... -1.11 / -1.42 eV
Net charge ... 0
HOMO level (spin up / spin down) ... -10.215 / -9.366 eV
Energy relative to the best compared isomer or geometry (same formula, charge and spin) ... 5.0416 eV

CARTESIAN COORDINATES (ANGSTROEM)
C  0.23444  0.89324  -0.18950
N  -1.01795  -2.57669  0.64939
O  -0.35083  -0.11156  0.45013
O  -0.75041  -1.72838  -0.04918
Cl  1.98197  1.10180  0.47771
H  0.25330  0.59160  -1.25650
H  -0.35052  1.82999  -0.08205


[8]
This record from the Open Molecules 2025 dataset describes a structure of composition C25H25BF5N10O3S3TeTi at a distorted geometry. The level of theory is ωB97M-V with the def2-TZVPD basis set.

LUMO energy ... 2.42 eV
Net charge ... -1
HOMO level ... -5.840 eV
Energy relative to the best compared isomer or geometry (same formula, charge and spin) ... 1.2640 eV

CARTESIAN COORDINATES (ANGSTROEM)
Ti  -0.46492  0.66264  0.50884
N  7.26606  2.81622  -0.03423
C  5.92200  2.70094  -0.38721
C  5.25158  3.77708  -0.97448
C  3.92610  3.65623  -1.34668
C  3.26704  2.45098  -1.15254
C  3.92526  1.36708  -0.58633
C  5.24705  1.49331  -0.20521
S  1.55258  2.31346  -1.51769
O  1.30846  1.06200  -2.17893
O  1.16014  3.51759  -2.19742
N  0.83703  2.14372  -0.04420
C  0.92816  3.15851  0.89333
N  0.25095  2.91366  2.02058
C  0.29876  3.82811  2.96791
C  1.01799  5.00576  2.83179
C  1.68864  5.15667  1.63249
N  1.65557  4.25357  0.65996
H  7.59611  3.75334  0.12362
H  7.59278  2.15718  0.65222
H  5.77633  4.71551  -1.12149
H  3.37942  4.48379  -1.77735
H  3.40219  0.42978  -0.45049
H  5.76175  0.65339  0.24892
H  -0.25613  3.60362  3.87528
H  1.05140  5.75344  3.61062
H  2.28444  6.04247  1.43195
S  -1.45094  -2.48156  -2.74895
C  -0.44009  -3.09740  -4.04605
C  0.17081  -4.29812  -4.35828
C  0.94188  -4.33115  -5.51719
C  1.10192  -3.20134  -6.31946
C  0.48445  -1.99527  -6.00120
C  -0.28917  -1.97395  -4.85526
S  -1.24415  -0.78014  -3.98966
H  0.05824  -5.17654  -3.73529
H  1.43438  -5.25380  -5.79777
H  1.72865  -3.26140  -7.20061
H  0.61449  -1.11303  -6.61493
B  2.24767  -0.08754  2.56728
N  2.14944  -0.93053  1.28261
C  2.84854  -1.99956  0.90922
C  2.45100  -2.36585  -0.36920
C  1.45863  -1.45198  -0.69572
N  1.28895  -0.58019  0.30434
N  0.84806  -0.12920  3.24493
C  0.58376  -0.40308  4.51936
C  -0.75692  -0.15014  4.76449
C  -1.24920  0.28220  3.54492
N  -0.27580  0.28240  2.62200
H  3.05988  -0.57623  3.31735
H  2.49868  1.06068  2.26821
H  3.58034  -2.43137  1.57188
H  2.80840  -3.18938  -0.96319
H  0.88298  -1.36408  -1.60006
H  1.36398  -0.75457  5.17399
H  -1.30455  -0.27881  5.68147
H  -2.23342  0.64966  3.31535
N  -2.71939  0.99370  -1.68241
C  -3.56001  1.76267  -2.37935
C  -2.98771  3.01164  -2.47368
C  -1.78104  2.89804  -1.77188
N  -1.61567  1.66772  -1.30146
H  -2.90076  0.05847  -1.31694
H  -4.49052  1.36791  -2.75223
H  -3.37731  3.88118  -2.97419
H  -1.02496  3.64855  -1.61680
F  -1.97646  1.42553  1.18375
Te  -2.47688  -1.46289  1.20863
F  -3.87531  -1.09821  -0.23503
F  -0.77268  -2.23805  1.70767
F  -3.00023  -2.75984  2.61796
F  -2.54431  -3.05054  0.21843
O  -1.27444  -0.71516  -0.17332